81
Properties=species:S:1:pos:R:3:lowdin_charge:R:1 method="wB97M-V/def2-TZVPD" gap_ev=8.533 charge=+1 e_above_lowest_kcal_mol=0.00 lumo_ev=-2.73 total_energy_ha=-2122.1217
C 5.94810 2.66120 2.10274 -0.066
C 4.47068 2.81423 1.59610 -0.221
O 4.05859 1.80590 0.63753 -0.058
C 3.56969 0.67043 1.24161 -0.225
C 2.38707 0.56007 2.09742 -0.414
S 1.21527 1.82059 2.61787 0.844
N 2.43516 -0.84396 2.44600 0.007
C 1.48385 -1.55705 3.35599 -0.151
N 0.36216 -2.17447 2.60260 -0.083
C -0.67935 -1.12266 2.30861 -0.123
C 3.49344 -1.44728 1.85186 -0.184
C 3.91555 -2.92717 1.99588 -0.004
C 4.84677 -3.02452 3.38929 -0.172
C 5.16636 -1.57725 4.07811 0.003
O 6.19530 -2.46238 3.28657 -0.142
N 4.24949 -0.55824 1.07918 0.081
C 5.48092 -0.82900 0.31284 -0.167
N 5.29860 -0.47606 -1.12800 0.035
H 6.22947 3.48714 2.82274 0.095
H 6.71877 2.71485 1.27732 0.090
H 6.02665 1.66692 2.64293 0.067
H 4.34463 3.81310 1.08811 0.138
H 3.76946 2.82971 2.48022 0.091
H 1.27453 1.95525 3.99768 -0.083
H 1.07145 -0.81479 4.09873 0.132
H 2.04303 -2.37003 3.89501 0.131
H 0.72014 -2.43456 1.67336 0.104
H -0.28423 -0.52651 1.42908 0.060
H -1.65952 -1.56341 1.99550 0.087
H -0.85544 -0.43571 3.17456 0.076
H 4.55855 -3.31240 1.16832 0.120
H 3.05867 -3.61979 2.21518 0.121
H 4.65959 -3.91788 4.09923 0.163
H 5.47929 -1.54569 5.15023 0.109
H 5.46306 -0.71312 3.43679 0.096
H 6.34062 -0.25059 0.77198 0.143
H 5.78669 -1.90765 0.32994 0.125
H 6.09082 0.10658 -1.42269 0.086
H 4.42777 0.04896 -1.24388 0.072
O -1.75046 0.69828 -0.28005 0.088
C -1.29602 1.52133 -1.03552 -0.508
O -0.22299 2.24686 -0.66070 -0.031
C 0.50802 3.11907 -1.53360 -0.234
C -0.13972 4.48622 -1.60914 -0.059
C -1.96121 1.81303 -2.35066 0.030
H 0.64481 2.66342 -2.51651 0.116
H 1.50446 3.21754 -1.09732 0.113
H -1.14737 4.43133 -2.02357 0.073
H 0.45335 5.15812 -2.23182 0.085
H -0.23111 4.91923 -0.61110 0.085
H -2.79039 2.50215 -2.18520 0.107
H -2.34700 0.87532 -2.75398 0.082
H -1.29267 2.22035 -3.10628 0.073
O -7.75343 2.28011 -0.68164 0.105
C -7.19559 1.69189 0.20786 -0.529
O -5.89839 1.94687 0.46764 -0.004
C -5.19091 1.44043 1.60587 -0.231
C -4.65834 0.04711 1.34351 -0.063
C -7.90045 0.60843 0.97991 0.008
H -5.80834 1.49323 2.50557 0.113
H -4.35242 2.12058 1.76719 0.119
H -5.46493 -0.66464 1.15825 0.071
H -4.07427 -0.30749 2.19549 0.074
H -4.02389 0.04464 0.45560 0.064
H -7.85512 -0.32117 0.41204 0.097
H -8.94277 0.90071 1.10779 0.093
H -7.50199 0.44583 1.97905 0.067
O -3.49428 -1.75239 -2.55966 0.099
C -3.29753 -2.26959 -3.62954 -0.527
O -2.26702 -1.85521 -4.39312 -0.011
C -1.83913 -2.51559 -5.59236 -0.234
C -2.65012 -2.05951 -6.78787 -0.064
C -4.23930 -3.31229 -4.16918 0.012
H -1.84928 -3.60016 -5.46602 0.114
H -0.79534 -2.23188 -5.73716 0.121
H -3.70666 -2.30793 -6.67575 0.069
H -2.28118 -2.52636 -7.70258 0.084
H -2.58987 -0.97499 -6.89657 0.085
H -5.09490 -2.81654 -4.62843 0.101
H -4.58426 -3.92674 -3.33757 0.094
H -3.78362 -3.99239 -4.88543 0.070